5 unconnected molecules or ions with the total composition CH12NO4 at a distorted geometry, computed with wB97M-V/def2-TZVPD.

Each line ends with the Löwdin charge.
CARTESIAN COORDINATES (ANGSTROEM)
O  2.790  -0.457  -1.952  -0.016
O  -2.208  0.449  5.246  -0.065
O  -0.530  -0.991  -3.172  -0.090
O  -0.864  0.654  1.774  -0.008
N  0.843  -0.162  -0.231  0.187
C  0.514  0.540  -1.304  0.100
H  -0.876  1.209  2.543  0.058
H  1.717  -0.684  -0.196  0.134
H  -1.756  0.572  1.517  0.039
H  -3.105  0.799  5.190  0.036
H  -0.314  1.238  -1.527  0.126
H  -0.353  -1.698  -3.798  0.046
H  2.331  -0.978  -2.549  0.029
H  3.620  -0.391  -2.376  0.074
H  -1.315  -0.549  -3.684  0.122
H  1.461  0.635  -2.039  0.129
H  0.152  -0.163  0.479  0.058
H  -2.105  -0.024  6.079  0.041

The charge is +1.



5 unconnected molecules or ions with the total composition CH12NO4 at a distorted geometry, computed with wB97M-V/def2-TZVPD.

Each line ends with the Löwdin charge.
CARTESIAN COORDINATES (ANGSTROEM)
O  2.808  1.154  1.383  -0.041
O  -1.462  -1.170  0.851  -0.061
O  0.597  0.850  -0.280  -0.077
O  -1.421  1.630  1.524  -0.024
N  -0.064  -1.355  -1.736  0.195
C  -0.736  -1.758  -2.727  0.152
H  -0.369  -1.736  -0.832  0.115
H  -0.911  -1.585  1.510  0.046
H  -1.919  2.332  1.944  0.082
H  -0.518  -1.516  -3.763  0.122
H  -1.628  -2.367  -2.632  0.125
H  -0.061  1.479  0.056  0.030
H  0.610  -0.601  -1.742  0.122
H  1.506  1.170  -0.157  0.033
H  -0.771  1.446  2.186  0.056
H  3.739  1.222  1.244  0.041
H  -1.392  -0.198  1.030  0.016
H  2.752  0.391  1.988  0.069

The charge is +1.



5 unconnected molecules or ions with the total composition CH12NO5 at a distorted geometry, computed with wB97M-V/def2-TZVPD.

Each line ends with the Löwdin charge.
CARTESIAN COORDINATES (ANGSTROEM)
O  1.400  0.095  0.585  -0.348
O  -0.474  -0.828  1.845  -0.245
O  0.466  2.333  -0.653  -0.096
O  -2.631  0.027  0.518  -0.130
O  3.780  -0.128  -0.658  -0.117
N  -1.078  -0.898  -1.196  0.020
C  -2.327  -0.245  -0.840  -0.372
H  3.133  0.369  -0.117  -0.011
H  0.682  1.516  -1.113  0.005
H  3.391  -0.999  -0.745  0.008
H  -0.087  -0.338  2.575  -0.002
H  -1.865  -0.136  1.136  0.025
H  -1.044  -1.784  -0.703  0.064
H  -0.286  -0.385  -0.811  0.018
H  0.304  -0.524  1.035  -0.007
H  -2.291  0.738  -1.325  0.099
H  1.806  0.134  1.460  -0.019
H  -3.124  -0.896  -1.200  0.095
H  0.245  1.950  0.208  0.013

The charge is -1.



A molecular structure, CH12NO5 at a distorted geometry, computed with wB97M-V/def2-TZVPD.

Each line ends with the Löwdin charge.
CARTESIAN COORDINATES (ANGSTROEM)
O  1.503  1.307  -1.970  -0.176
O  -0.717  -1.737  0.841  -0.134
O  0.946  -0.305  2.315  -0.234
O  -3.354  -0.758  1.675  -0.092
O  1.797  1.148  0.576  -0.311
N  -0.689  0.489  -1.435  0.013
C  0.313  0.652  -2.463  -0.351
H  -0.607  1.259  -0.784  0.064
H  1.192  0.464  1.507  -0.032
H  2.311  1.842  1.010  -0.020
H  -0.030  -1.111  1.275  0.004
H  -0.122  -2.478  0.650  0.035
H  -0.619  -0.371  -0.909  0.023
H  1.580  -1.015  2.108  0.009
H  -3.297  -0.805  0.716  0.017
H  1.552  1.406  -0.969  -0.006
H  -2.435  -1.024  1.864  0.008
H  -0.064  1.336  -3.223  0.086
H  0.740  -0.298  -2.783  0.098

The charge is -1.



A molecular structure, CH12NaO9, computed with wB97M-V/def2-TZVPD.

Each line ends with the Löwdin charge.
CARTESIAN COORDINATES (ANGSTROEM)
Na  -0.420  0.059  -0.010  0.498
O  2.017  1.143  0.086  -0.192
O  0.595  2.214  2.047  -0.100
O  -2.282  -1.985  -0.194  -0.062
O  -2.026  1.538  1.402  -0.073
O  0.102  2.408  -1.053  -0.101
O  -1.011  -0.849  -2.429  -0.038
O  0.312  -3.055  0.045  -0.118
O  3.728  -0.316  -0.013  -0.065
O  1.674  -1.003  0.581  -0.164
C  2.518  -0.080  0.192  -0.836
H  -1.185  2.044  1.396  0.005
H  0.898  -3.597  -0.485  0.036
H  -1.426  -2.382  0.083  0.016
H  1.002  3.082  2.010  0.041
H  0.950  1.980  -0.710  -0.009
H  0.390  3.132  -1.611  0.021
H  1.170  1.661  1.436  0.012
H  -1.292  -0.756  -3.341  0.039
H  -1.638  -1.462  -2.017  0.010
H  0.924  -2.302  0.355  -0.008
H  -2.921  -2.692  -0.076  0.049
H  -2.077  1.217  2.307  0.039

The charge is -1.



5 unconnected molecules or ions with the total composition CH12O4S at a distorted geometry, computed with wB97M-V/def2-TZVPD.

Each line ends with the Löwdin charge.
CARTESIAN COORDINATES (ANGSTROEM)
S  -1.242  -0.471  -2.269  0.655
O  2.723  -1.705  1.003  -0.087
O  -0.301  2.334  -0.516  -0.075
O  1.389  0.693  1.004  -0.090
O  -0.582  0.336  2.838  -0.047
C  -0.989  -1.039  -0.555  -0.471
H  0.074  0.345  3.553  0.069
H  -1.882  -1.267  0.057  0.053
H  0.780  0.876  1.733  0.003
H  -1.364  0.799  3.172  0.065
H  -0.375  -1.927  -0.569  0.020
H  2.812  -1.926  0.078  0.015
H  -1.033  1.813  -0.877  0.000
H  -0.490  -0.289  0.047  -0.023
H  1.042  1.286  0.306  0.022
H  -2.450  -1.016  -2.394  -0.163
H  0.057  3.020  -1.110  0.074
H  2.177  -0.893  0.976  -0.021

Its structure (SMILES) is CS.O.O.O.O.



5 unconnected molecules or ions with the total composition CH12O4S at a distorted geometry, computed with wB97M-V/def2-TZVPD.

Each line ends with the Löwdin charge.
CARTESIAN COORDINATES (ANGSTROEM)
S  -1.188  1.867  -2.006  0.640
O  3.301  -0.916  -0.851  -0.087
O  -0.214  -2.022  1.764  -0.045
O  -0.745  1.480  1.910  -0.048
O  1.454  -0.090  0.962  -0.077
C  -1.370  0.095  -1.815  -0.518
H  -2.493  2.188  -1.894  -0.153
H  -0.356  -0.304  -1.649  0.027
H  -1.185  1.880  1.168  0.017
H  2.748  -0.462  -0.171  -0.012
H  -1.788  -0.435  -2.655  0.022
H  0.006  2.026  2.178  0.058
H  -0.374  -2.899  1.387  0.070
H  -1.036  -1.512  1.616  0.067
H  0.962  -0.907  1.134  0.000
H  3.214  -0.334  -1.594  0.005
H  -1.898  -0.247  -0.926  0.022
H  0.961  0.592  1.442  0.011

Its structure (SMILES) is CS.O.O.O.O.



6 unconnected molecules or ions with the total composition CH12O6 at a distorted geometry, computed with wB97M-V/def2-TZVPD.

Each line ends with the Löwdin charge.
CARTESIAN COORDINATES (ANGSTROEM)
O  1.906  -0.744  0.936  -0.063
O  -0.377  -0.074  1.957  -0.060
O  1.605  0.035  -1.540  -0.099
O  -0.952  -1.684  -2.206  -0.063
O  -0.167  2.646  1.442  -0.008
O  -2.323  -0.979  0.360  -0.059
C  0.002  2.661  0.256  -0.104
H  -1.165  -0.166  1.376  0.020
H  2.260  -1.594  1.163  0.052
H  1.883  -0.337  -0.660  -0.007
H  -0.193  -1.082  -2.073  0.017
H  -2.206  -1.547  -0.433  0.045
H  2.020  0.904  -1.468  0.030
H  1.050  -0.433  1.303  -0.004
H  -0.606  -2.198  -2.941  0.042
H  -0.514  1.963  -0.410  0.089
H  0.700  3.388  -0.179  0.088
H  -2.619  -1.632  1.014  0.067
H  -0.303  0.871  2.104  0.014

Its structure (SMILES) is C=O.O.O.O.O.O.



5 unconnected molecules or ions with the total composition CH13N2O4 at a distorted geometry, computed with wB97M-V/def2-TZVPD.

Each line ends with the Löwdin charge.
CARTESIAN COORDINATES (ANGSTROEM)
O  1.254  0.717  2.876  -0.031
O  1.876  -0.529  0.461  -0.058
O  -0.709  3.125  -0.947  -0.040
O  -1.222  1.124  0.496  -0.090
N  -0.641  -0.842  -1.245  0.169
N  -0.019  -2.942  -0.962  0.149
C  -0.971  -2.076  -1.438  -0.105
H  -1.334  3.656  -0.452  0.067
H  0.426  1.201  2.895  0.043
H  0.223  -0.518  -0.831  0.087
H  1.989  0.002  1.262  0.012
H  2.634  -0.243  -0.060  0.060
H  0.103  -3.789  -1.491  0.116
H  -1.456  1.804  1.143  0.051
H  -1.113  0.037  -1.416  0.123
H  -0.708  1.591  -0.196  -0.005
H  -1.966  -2.200  -1.946  0.184
H  -0.187  3.720  -1.498  0.078
H  1.527  0.819  3.784  0.056
H  0.772  -2.620  -0.363  0.134

The charge is +1.



5 unconnected molecules or ions with the total composition CH14N2O4 at a distorted geometry, computed with wB97M-V/def2-TZVPD.

Each line ends with the Löwdin charge.
CARTESIAN COORDINATES (ANGSTROEM)
O  0.187  -0.951  -5.603  -0.056
O  3.310  -0.107  2.641  -0.087
O  -2.713  2.084  -2.872  -0.089
O  1.199  -0.901  5.597  -0.074
N  -1.417  1.074  -0.250  -0.019
N  0.482  -0.433  -0.455  -0.017
C  -1.005  -0.342  -0.200  -0.324
H  -2.258  2.122  -2.014  -0.011
H  -1.472  -0.868  -1.047  0.095
H  0.852  -1.305  -0.114  0.051
H  -3.600  1.824  -2.613  0.022
H  0.600  -1.642  5.836  0.046
H  -2.027  1.200  0.557  0.072
H  0.024  -0.964  -4.657  0.022
H  0.376  -0.050  -5.869  0.031
H  0.740  -0.247  6.147  0.034
H  -1.037  -0.922  0.726  0.105
H  -0.531  1.591  -0.221  0.078
H  0.739  -0.370  -1.422  0.042
H  3.524  -0.123  3.584  0.025
H  4.026  -0.670  2.250  0.051

Its structure (SMILES) is NCN.O.O.O.O.



Number 1: HOMO level -0.5115 Ha, Kohn-Sham gap 0.3634 Ha. Number 2: HOMO level -0.5446 Ha, Kohn-Sham gap 0.3778 Ha. Number 3: HOMO level -0.2019 Ha, Kohn-Sham gap 0.3453 Ha. Number 4: HOMO level -0.1917 Ha, Kohn-Sham gap 0.3262 Ha. Number 5: HOMO level -0.1333 Ha, Kohn-Sham gap 0.2129 Ha. Number 6: HOMO level -0.3439 Ha, Kohn-Sham gap 0.3569 Ha. Number 7: HOMO level -0.3507 Ha, Kohn-Sham gap 0.3598 Ha. Number 8: HOMO level -0.3921 Ha, Kohn-Sham gap 0.4100 Ha. Number 9: HOMO level -0.5395 Ha, Kohn-Sham gap 0.4213 Ha. Number 10: HOMO level -0.3512 Ha, Kohn-Sham gap 0.3731 Ha.